#A
A cluster of 2 separate species, C5H8ClN in total, computed with wB97M-V/def2-TZVPD.

The geometry in XYZ format:
```
15
C5H8ClN wB97M-V/def2-TZVPD
C -0.53522 1.54918 -1.58874
C -1.15322 0.25645 1.55392
C 1.20525 -0.68685 -1.28124
C -0.22897 -0.71019 0.70568
C 0.64865 0.13088 -0.15026
N -0.98530 2.50547 -2.03569
Cl 1.60396 1.29983 0.51975
H -0.63579 1.05474 1.85598
H -1.72124 -0.22454 2.38155
H -1.91885 0.63664 0.86796
H 1.66639 -1.64645 -0.65903
H 0.43288 -1.20214 -1.88676
H 2.02592 -0.26149 -1.88156
H -0.88950 -1.37896 0.24003
H 0.48502 -1.32257 1.35843
```

Results
- Highest occupied orbital energy: -10.194 eV

These are the natural (NBO) partial charges, in e, on atoms 1 to 2: number 1, C, carries 0.051; number 2, C, carries -0.592

***

#B
An isolated molecule of C5H8ClN, computed with wB97M-V/def2-TZVPD.

The geometry in XYZ format:
```
15
C5H8ClN wB97M-V/def2-TZVPD
C 0.54980 1.31698 -2.69889
C -0.55695 0.89974 -2.14182
Cl -2.11789 1.56530 -2.50529
N -0.69866 -0.47519 -1.25097
C -0.36636 -0.53977 -0.04551
C -0.53954 -1.89412 0.71930
C 0.11470 0.63494 0.79609
H 0.56524 2.15538 -3.31566
H 1.41904 0.79233 -2.47072
H -0.91468 -1.75321 1.69930
H 0.48994 -2.33087 0.59683
H -1.23169 -2.51769 0.08995
H 0.41220 0.33675 1.88436
H -0.55876 1.41155 0.72968
H 1.05896 0.93415 0.31801
```

Results
- Highest occupied orbital energy: -9.163 eV
- SMILES: C=C(Cl)N=C(C)C

These are the natural (NBO) partial charges, in e, on atoms 1 to 2: number 1, C, carries -0.472; number 2, C, carries 0.124

***

Most stable to least stable: #B, #A